Model w:
8
Properties=species:S:1:pos:R:3 method="wB97M-V/def2-TZVPD" e_homo_ev=-9.55 orbital_gap_ev=9.8 spin_multiplicity=1 charge=0 smiles="C=PCl.O"
C 0.35 -2.17 0.60
P -0.49 -0.76 0.28
Cl -0.66 -0.61 -1.73
H 0.92 -2.93 -0.03
H 0.51 -2.51 1.66
O -0.04 2.73 -0.03
H -0.14 3.68 0.19
H -0.45 2.58 -0.94

Model x:
8
Properties=species:S:1:pos:R:3 method="wB97M-V/def2-TZVPD" e_homo_ev=-9.52 orbital_gap_ev=10.4 spin_multiplicity=1 charge=0 smiles=CP(O)Cl
C -0.09 0.30 -0.48
P 1.49 -0.66 -0.69
O 1.34 -1.73 0.52
Cl 2.73 0.71 0.19
H -0.10 1.14 -1.17
H -0.19 0.69 0.54
H -0.93 -0.35 -0.70
H 1.02 -1.38 1.36

Relative calculated energies, zero for the most stable structure, unit kJ/mol: model w 192.0; model x 0.0.

Model w:
11
Properties=species:S:1:pos:R:3 method="wB97M-V/def2-TZVPD" e_homo_ev=-10.06 orbital_gap_ev=10.6 spin_multiplicity=1 charge=0
C -0.28 1.10 1.87
C -0.30 -0.02 -0.62
C 0.48 -0.92 -1.70
H -1.21 0.15 1.55
H -0.58 2.14 1.84
H 0.20 0.96 3.01
H 0.03 -1.87 -1.77
H 0.55 -0.64 -2.74
O -1.57 0.01 -0.76
F 1.81 -1.28 -1.21
S 0.87 0.38 0.53

Model x:
11
Properties=species:S:1:pos:R:3 method="wB97M-V/def2-TZVPD" e_homo_ev="-9.42 / -9.42" orbital_gap_ev="9.2 / 9.2" spin_multiplicity=1 charge=0
C -1.83 0.95 -0.10
C -0.82 0.47 0.57
C 1.46 -0.98 0.09
O 0.74 0.78 -1.98
F -0.89 -0.20 1.66
S 0.92 0.71 0.06
H -1.71 1.65 -0.92
H -2.85 0.75 0.26
H 1.02 -1.46 -0.69
H 1.36 -1.57 0.96
H 2.59 -1.12 0.08

Model y:
11
Properties=species:S:1:pos:R:3 method="wB97M-V/def2-TZVPD" e_homo_ev=-9.32 orbital_gap_ev=8.2 spin_multiplicity=1 charge=0 smiles="OC[C@H](F)C=S"
O 1.69 0.03 1.93
C 1.20 0.14 0.67
C -0.27 -0.11 0.70
F -0.30 -1.50 1.11
C -0.89 -0.11 -0.67
S -0.74 0.92 -2.06
H 1.17 -0.82 2.21
H 1.44 1.13 0.09
H 1.36 -0.79 0.06
H -1.28 0.34 1.45
H -1.91 -0.94 -0.57

Relative calculated energies, zero for the most stable structure, unit kJ/mol: model w 0.0; model x 244.1; model y 112.5.